# 1
C5H4ClN | ωB97M-V with the def2-TZVPD basis set

Calculated values
energy relative to the best compared isomer or geometry (same formula, charge and spin)	194.1	kJ/mol
strongest force on any atom	8.12	eV/Å
energy	-19258.861	eV
SMILES	C=C(Cl)C(=C)C#N
E_HOMO	-10.299	eV

```
11
Properties=species:S:1:pos:R:3:forces:R:3
C -1.0003 1.3564 1.1719 -0.90 -0.37 1.34
N 2.1568 0.4651 -1.6497 -0.03 -0.13 0.30
H -2.0352 1.6708 1.2388 0.27 0.95 0.33
C -0.8412 0.4812 0.2386 4.42 -3.82 -1.54
C 0.8568 -1.6542 0.9181 -6.06 5.29 -1.11
H 1.6605 -2.2272 0.8473 3.24 -2.62 0.10
C 1.5174 -0.0405 -0.8335 1.17 0.64 -1.83
H -0.0729 -1.7082 1.5480 1.59 -1.01 -0.08
H -0.3004 1.3490 1.9862 0.08 0.56 0.23
Cl -1.9006 0.1794 -1.0274 -0.73 -0.18 -0.77
C 0.6432 -0.5947 0.0775 -3.07 0.68 3.04
```
Positions in Å, forces in eV/Å.

# 2
C47H54BiBrN12OPSe | ωB97M-V with the def2-TZVPD basis set

Calculated values
total charge	-1
energy relative to the best compared isomer or geometry (same formula, charge and spin)	35.5	kJ/mol
strongest force on any atom	1.61	eV/Å
energy	-220065.212	eV
E_HOMO	-3.616	eV

```
118
Properties=species:S:1:pos:R:3:forces:R:3
N -1.3221 2.3034 -4.4633 0.11 -0.37 0.30
C -0.3178 -3.2407 -6.0047 -0.02 0.05 -0.02
C -2.1404 3.3989 -4.8960 -0.34 0.31 -0.25
H 2.3108 -1.0258 1.9804 0.08 0.13 -0.09
H -3.7044 -3.2485 2.6701 -0.06 -0.19 0.05
C -1.8548 -3.1541 4.9346 0.15 0.15 -0.06
H -2.3581 -0.3287 4.6034 -0.09 -0.06 0.04
H 4.8663 2.2726 1.1531 -0.18 -0.13 0.07
C 2.5075 -1.6516 2.8459 -0.04 0.12 0.00
C -1.4279 -3.4867 -5.2172 0.07 0.01 0.19
H 2.5831 -3.8329 1.6085 0.14 0.00 0.01
C 0.9009 -2.7032 -4.0287 -0.47 -0.19 -0.59
C 0.8698 -2.8409 -5.4185 -0.01 0.01 0.21
H -4.9977 -4.1523 -0.1668 -0.12 -0.01 0.14
H 0.1580 1.1138 2.2906 -0.02 0.10 -0.34
C -1.0600 5.9300 -0.6988 -0.20 0.97 0.72
H 1.1092 -4.6451 2.0790 -0.09 -0.10 -0.01
H -2.8421 7.6134 -1.6339 -0.02 0.09 0.02
H 5.0467 -1.5112 -0.9983 0.10 0.03 0.10
H -0.0703 0.4630 5.9919 0.00 0.04 -0.01
C -2.2943 4.5560 -3.9352 -0.04 0.05 -0.08
C 3.0744 3.2650 1.7897 0.14 0.01 0.09
C 2.1080 -2.3374 -3.2709 0.64 0.14 0.32
H 1.5740 -2.7338 5.1765 0.02 0.00 0.14
H -2.8258 -1.9429 1.8904 -0.15 0.08 -0.20
H -4.1154 7.4151 -3.7701 -0.01 0.03 0.00
C -1.4163 -4.2972 2.7959 0.13 0.03 -0.06
H -0.9294 -3.4876 5.3985 0.08 -0.04 0.12
H 0.9718 -4.2429 4.4819 -0.08 -0.09 0.06
H 3.3441 1.5886 -3.1241 0.14 0.08 -0.21
C 2.9779 -2.0692 -1.1819 0.48 -0.15 0.01
N -2.0159 -3.6872 -1.6048 0.29 -0.12 -0.07
H 3.6937 1.2192 1.9887 0.05 0.09 -0.10
H 1.7447 -2.6646 -6.0262 0.04 0.03 -0.02
C 1.5305 -3.6735 1.8448 -0.11 0.02 -0.06
H -1.7742 1.3138 4.3783 0.08 0.10 0.05
H 4.2682 3.3567 3.5729 0.06 -0.06 0.03
H -0.3732 -3.3664 -7.0763 -0.02 -0.02 -0.10
C 3.8011 2.0413 1.2712 0.13 0.21 0.31
H 1.2347 6.3598 3.2058 0.00 0.08 0.07
H 1.0317 -3.2800 0.9608 0.00 -0.04 -0.17
C -4.6861 -3.9115 -2.2819 0.04 -0.04 0.12
N 3.8664 2.0495 -1.1463 0.76 0.75 -0.24
Bi -0.7917 -0.6328 -0.6207 0.68 0.08 -0.69
H -3.5115 -1.7123 3.4924 -0.02 0.11 0.06
H 2.6020 -1.0245 3.7292 0.00 0.13 0.03
H 0.3982 1.8610 3.8465 -0.06 0.08 0.19
C 1.7680 5.5022 2.8261 -0.13 -0.02 -0.19
N 2.2409 0.5943 -1.6030 -0.36 -0.08 -0.12
N 1.9562 -2.3605 -1.9505 -0.20 -0.22 0.05
C -1.7872 5.7856 -1.9390 -0.16 -0.18 -0.46
Se -0.6418 1.8649 -0.1883 -0.26 0.44 0.18
H -3.1415 3.0172 -5.1365 0.17 0.06 -0.04
C 2.8054 4.9159 3.5257 0.03 0.04 0.10
C 1.6513 -3.4097 4.3286 -0.19 0.06 -0.04
H -2.2956 -4.9387 2.8845 -0.13 0.04 0.01
H -2.2053 -2.2634 5.4497 0.02 0.09 0.06
C 0.1717 0.8511 -4.5798 -0.32 0.18 0.07
H 3.4569 -2.0173 -4.9320 -0.03 0.01 -0.10
N -0.2332 1.9525 -5.1655 0.63 0.32 -0.74
C 2.3501 0.7269 -0.3015 0.16 0.10 -0.17
C 3.1784 1.4323 -2.0769 -0.16 -0.08 0.29
C 1.3915 4.9697 1.5963 0.44 -0.39 0.11
C 2.0455 3.8551 1.0792 -0.06 0.07 0.10
Br -3.4117 -0.6707 -0.4844 -1.20 0.17 -0.11
H 1.7030 3.4477 0.1431 0.00 -0.16 -0.18
C -1.5831 4.6725 -2.7546 -0.05 0.15 0.08
H -0.2210 -1.2873 5.8314 -0.01 -0.07 0.18
C 0.5275 0.9303 3.2931 0.01 -0.09 -0.11
C -1.3042 -3.3190 -3.8339 0.38 0.04 -0.62
C -3.4017 6.6552 -3.4815 -0.04 -0.02 -0.06
C 4.2381 -1.7517 -1.6699 0.05 -0.10 -0.11
C 3.4585 3.8069 3.0124 -0.06 -0.05 -0.08
H 1.0379 0.3093 -4.8968 0.28 -0.11 -0.13
C -1.5236 1.3957 -3.4948 -0.07 -0.01 -0.19
C -4.2866 -4.0130 -0.9628 0.03 -0.06 -0.21
H -0.6014 -4.8166 3.2913 0.13 -0.05 -0.01
N -0.4980 -1.4162 1.3017 0.23 -0.11 0.53
H 3.1065 5.3270 4.4794 0.02 0.00 0.05
H 1.7509 0.2407 0.4393 -0.09 -0.09 0.30
N -0.3601 6.6431 1.1783 1.14 -0.71 0.86
H -2.3216 1.4559 -2.7861 -0.29 0.02 0.30
H -2.5703 -3.9557 0.3298 -0.06 0.02 0.13
C -2.9320 -3.8935 -0.6852 -0.33 -0.19 0.10
H 1.2993 -0.4814 5.4186 0.09 -0.06 0.06
N -0.6029 0.4616 -3.5509 -0.20 -0.28 0.31
H -1.1768 -4.1824 1.7425 0.09 -0.11 -0.10
O -0.0719 5.0979 -0.3444 0.08 -0.25 -0.16
C -2.3935 -3.5792 -2.8776 -0.66 -0.15 0.32
H -2.6053 -3.9331 5.0964 -0.04 -0.05 -0.02
H 5.3706 -1.4824 -3.4728 0.05 0.02 -0.03
P -0.2981 -1.7271 2.7827 0.37 -0.58 1.21
H -5.7306 -3.9713 -2.5503 -0.10 -0.03 -0.02
H -2.3470 -3.8273 -5.6692 -0.08 0.00 0.01
H 1.5920 0.7264 3.2477 0.15 -0.04 0.03
N -0.1656 -2.9368 -3.2819 -0.04 0.00 -0.06
C 4.4103 -1.7309 -3.0422 0.04 -0.01 0.16
H -0.8953 3.9093 -2.4243 0.11 -0.24 0.01
C 3.3340 -2.0274 -3.8600 -0.22 0.03 0.02
C 0.2143 -0.3993 5.3830 0.01 -0.20 -0.20
N 3.3335 1.5873 -0.0046 -0.19 -0.45 -0.23
H -3.7540 5.4570 -5.2189 -0.05 -0.01 -0.07
H 2.6662 -3.8182 4.3116 0.04 -0.01 0.02
C 1.3954 -2.6873 3.0080 -0.27 0.26 0.02
C -3.1986 5.5537 -4.2946 0.05 -0.09 0.06
C -3.7277 -3.7016 -3.2587 0.21 0.11 0.02
C -2.6994 6.7753 -2.2981 0.14 -0.10 0.13
H 2.7752 -2.0931 -0.1210 0.10 0.01 0.20
H -1.6865 3.7690 -5.8227 -0.10 -0.20 0.16
C -0.2793 -0.1859 3.9531 0.01 -0.29 -0.27
C -1.7274 0.2994 3.9809 -0.07 -0.07 -0.11
H 3.4700 -2.1477 2.6958 0.01 -0.11 0.00
H -4.0164 -3.6072 -4.2932 -0.04 0.06 -0.11
C -1.6954 -2.9349 3.4304 0.23 0.23 -0.10
H -2.1214 0.3227 2.9676 -0.20 0.08 -0.11
C -3.0118 -2.4253 2.8439 0.05 0.16 -0.09
N -1.2384 6.8687 0.1949 -0.84 -0.24 -1.35
C 0.3196 5.5771 0.8449 -0.48 1.03 0.40
```
Positions in Å, forces in eV/Å.

# 3
C4H7BiO3 | ωB97M-V with the def2-TZVPD basis set

Calculated values
total charge	+3
energy relative to the best compared isomer or geometry (same formula, charge and spin)	172.5	kJ/mol
2S+1	2
strongest force on any atom	4.53	eV/Å
energy	-16202.321	eV
E_HOMO (alpha / beta)	-22.343 / -24.383	eV

```
15
Properties=species:S:1:pos:R:3:forces:R:3
H -2.9602 -1.1242 0.0623 0.29 0.07 -0.09
C 1.1230 0.0204 -1.0901 2.00 -1.06 0.54
H 1.9759 1.9120 -1.5138 0.18 -0.33 -0.04
H 0.2526 1.9421 -1.1606 0.12 -0.17 -0.23
O -1.5593 -0.5582 1.4518 2.62 0.47 1.50
H 0.9717 -0.0494 0.1367 0.12 -0.44 -2.41
H -1.1608 -0.8069 -0.6423 -2.38 -0.58 1.85
O 0.0498 0.1175 2.7982 -2.08 -0.83 -0.25
H 0.8115 1.3285 -2.7666 0.20 -0.08 0.08
H -1.5260 -2.2661 0.3157 -0.72 -0.05 0.13
C -1.8884 -1.2385 0.2235 1.99 -0.57 -3.19
Bi 1.6395 0.8327 3.6968 3.34 1.66 2.57
C 1.0313 1.3770 -1.6954 -1.11 0.87 -0.06
C -0.3504 -0.5462 1.8544 -3.38 -0.19 -1.71
O 1.5898 -0.9407 -1.6706 -1.19 1.24 1.31
```
Positions in Å, forces in eV/Å.

# 4
C3H13NO2S | ωB97M-V with the def2-TZVPD basis set

Calculated values
total charge	+1
energy relative to the best compared isomer or geometry (same formula, charge and spin)	165.4	kJ/mol
2S+1	2
strongest force on any atom	4.89	eV/Å
energy	-19731.545	eV
E_HOMO (alpha / beta)	-13.397 / -13.349	eV

```
20
Properties=species:S:1:pos:R:3:forces:R:3
H 0.9651 -0.3494 -0.7097 0.35 0.23 0.26
H 4.1247 1.6140 0.6112 1.38 0.77 0.25
H -0.3176 1.7028 -0.8860 -0.74 -2.02 0.14
O -0.4363 -3.1858 1.9660 -0.04 2.16 -0.01
H 1.0513 -0.1991 -2.5128 -0.52 -0.86 0.65
H -2.4265 -0.1636 0.8645 0.49 0.84 -0.61
H -0.7530 -0.3970 0.9870 1.97 -1.67 0.31
H -0.6060 2.5232 1.0940 0.18 0.25 -0.02
C 0.5706 -0.7244 -1.6371 -1.20 -0.38 0.28
N -0.8965 -0.3348 -1.6415 2.25 4.03 -1.60
H 2.8037 1.1298 1.0459 -0.25 -0.10 0.28
H -2.1371 1.4748 -1.0027 1.83 -1.55 -0.61
C -1.4326 0.3234 0.7191 -0.80 2.41 -0.82
O 3.3957 1.1185 0.2946 -1.25 -0.69 -0.51
H -1.2327 -0.1395 -2.6171 -0.46 -1.30 0.92
C -1.1397 0.8808 -0.8265 -2.73 0.38 2.38
H -0.1726 -2.5127 2.6667 -0.54 -1.29 -1.33
S -1.2076 1.7125 1.9575 -0.52 -0.78 -0.64
H 0.6667 -1.8245 -1.5910 0.06 0.48 -0.68
H -0.8198 -2.6490 1.2179 0.56 -0.90 1.36
```
Positions in Å, forces in eV/Å.

# 5
C14H27F3O10P2 | ωB97M-V with the def2-TZVPD basis set

Calculated values
strongest force on any atom	4.72	eV/Å
energy	-62162.095	eV
SMILES	O=C1OCC[C@@H]1CCC(F)=C(F)F.COP(=O)(OC)OC.COP(=O)(OC)OC
E_HOMO	-10.072	eV

```
56
Properties=species:S:1:pos:R:3:forces:R:3
O -7.9959 -0.3421 1.3087 0.74 -0.17 -0.19
H -9.6036 -0.5015 0.0376 0.01 0.13 -0.04
C 0.0466 0.1323 3.2536 -1.13 -0.44 -0.17
P -6.5760 -0.2148 0.5759 0.21 0.23 -0.16
H -7.3819 -2.9808 1.1718 0.03 0.01 -0.07
H -0.7594 -0.6942 3.2082 1.24 1.19 0.16
O -5.8652 -1.6010 0.9419 -0.10 0.84 0.18
H -8.8448 1.1132 0.0739 -0.01 -0.13 -0.01
H -5.7620 2.7213 0.6690 0.03 -0.09 -0.13
O -1.6774 2.4301 0.6610 -1.45 -0.83 1.17
H 0.5863 -0.1219 0.2320 -1.24 0.91 0.41
O 4.7189 0.0902 -3.2452 1.07 -0.31 0.15
H 6.3058 -3.2259 -4.0727 -0.06 0.04 -0.03
C -6.5276 -2.7850 0.5197 -0.33 -0.44 -0.13
O -5.7934 0.8319 1.4914 -0.45 -1.07 -0.40
H -4.2912 2.2263 1.5316 -0.39 -0.21 -0.06
H -0.0824 0.6023 4.2968 0.32 -0.40 -1.79
C -0.2753 1.1390 2.0600 0.12 -0.34 -0.16
P 6.1124 -0.4151 -3.2273 -0.20 0.01 -0.11
H -1.3333 -0.0017 0.5759 1.86 -0.15 -0.53
H -0.8758 1.7820 -1.3120 -0.04 0.45 1.93
H 5.1452 -0.4661 -0.7343 0.02 -0.13 -0.09
C -1.7288 1.8227 1.9714 0.54 -0.53 0.54
O 6.5538 -1.2293 -4.5309 0.22 0.68 0.65
C 5.5967 -1.4438 -0.9069 -0.34 -0.13 0.49
H -6.8678 -2.6951 -0.5151 0.03 -0.01 0.04
C 1.4633 -0.6049 3.1290 -0.24 1.06 0.58
C -5.0804 1.8891 0.8587 0.46 0.78 -0.24
H 6.1813 -1.7191 -0.0288 0.08 0.01 -0.17
H 1.3639 -1.5066 2.4445 0.40 1.34 0.71
H 6.0936 -2.7886 -5.7795 0.06 0.20 0.08
H 4.8134 -2.1888 -1.0599 -0.02 0.11 0.05
C 5.9029 -2.4728 -4.7538 -0.25 -0.55 -0.02
H -9.8296 0.5625 1.4419 0.15 -0.10 0.06
H -5.8313 -3.6205 0.5923 0.06 0.20 0.03
C 3.7026 -0.3154 1.9010 -1.00 1.70 1.17
C -0.6136 1.8851 -0.2002 1.52 -0.60 1.72
F 2.8007 1.6972 2.8578 -0.57 -2.80 -0.08
O 6.4558 -1.4346 -2.0404 0.01 0.37 -0.79
C -9.1240 0.2451 0.6735 -0.54 0.19 -0.20
H 6.5983 2.4037 -2.1752 -0.06 0.02 -0.11
H 0.4872 1.9875 2.0514 -0.96 -0.97 0.14
C 6.8981 2.0583 -3.1666 -0.10 0.71 -0.04
F 4.9015 0.3685 1.5514 -3.09 -2.22 0.64
H -4.6224 1.5618 -0.0764 -0.15 0.03 0.02
H 7.7686 2.6306 -3.4906 0.02 -0.22 0.05
C 2.6557 0.3147 2.6235 2.56 -2.02 -2.01
O -6.6365 0.0951 -0.8724 -0.06 -0.18 1.10
H 0.2630 2.6000 0.0271 -1.08 -1.10 -1.14
C -0.2992 0.5063 0.5635 -1.36 1.39 0.86
H 4.8240 -2.3819 -4.6050 0.05 0.01 -0.03
O 7.2620 0.6862 -3.0970 -0.49 -0.84 -0.31
H 1.7217 -0.9995 4.1749 -0.24 0.54 -1.52
F 3.6413 -1.6677 1.5239 0.64 3.27 0.79
O -2.6749 1.8120 2.7748 3.47 0.55 -3.15
H 6.0888 2.2239 -3.8794 0.01 -0.04 0.14
```
Positions in Å, forces in eV/Å.

# 6
C3H6NO2 | ωB97M-V with the def2-TZVPD basis set

Calculated values
total charge	-1
energy relative to the best compared isomer or geometry (same formula, charge and spin)	779.1	kJ/mol
strongest force on any atom	4.02	eV/Å
energy	-8787.142	eV
E_HOMO (alpha / beta)	-2.848 / -2.791	eV

```
12
Properties=species:S:1:pos:R:3:forces:R:3
O 3.2572 -0.6428 0.0630 0.00 0.72 0.42
N 2.2880 0.1900 0.2649 -1.50 -0.20 -0.63
C 1.0610 -0.2301 0.0299 -2.40 1.49 -0.86
H 0.2621 2.1648 -0.8330 -0.17 -0.02 -1.10
H -1.1941 1.0306 -0.2678 -0.24 0.71 -0.23
H 1.3893 -2.0183 -1.2027 -0.35 0.56 0.39
H -0.2456 -1.3507 -1.5261 1.02 0.13 1.68
H 0.2248 -2.1659 0.0743 -0.81 -0.74 0.39
C 0.5431 -1.4940 -0.6878 1.13 1.15 -1.39
H -0.1874 2.2201 0.8179 -0.39 -0.10 0.94
O 2.4129 1.3901 0.6872 1.44 -0.42 0.02
C -0.3981 1.7470 -0.1099 2.27 -3.29 0.38
```
Positions in Å, forces in eV/Å.

# 7
H14O7 | ωB97M-V with the def2-TZVPD basis set

Calculated values
energy relative to the best compared isomer or geometry (same formula, charge and spin)	1840.7	kJ/mol
strongest force on any atom	16.21	eV/Å
energy	-14542.384	eV
E_HOMO	-8.300	eV

```
21
Properties=species:S:1:pos:R:3:forces:R:3
H -1.0778 -1.5470 -2.4472 0.02 -0.39 -0.69
H -2.1799 -0.5877 -0.1138 -0.25 -0.64 1.04
H 1.5089 -0.5994 2.1354 0.72 -0.47 0.40
H -1.4274 -0.7394 -1.2154 0.70 -1.65 -3.67
H 2.6485 0.1366 -0.1007 0.77 0.01 -0.18
O -0.3297 -1.6208 0.4092 -0.49 -4.56 2.66
H -0.3673 0.1936 -0.2112 1.35 -0.46 0.40
H 0.4984 -1.5014 -0.0559 -0.05 -0.67 -0.46
H 0.7911 0.1777 0.7632 1.39 2.72 -3.23
H 0.1960 1.6014 -0.4697 1.09 1.19 -0.64
H -1.8365 0.8615 -0.3854 -0.05 1.67 -0.08
H 1.2401 0.4103 -0.5837 2.42 -1.22 -3.68
H -0.0765 2.8825 0.2896 -0.13 0.37 -0.10
O -1.4519 -0.0145 -0.3541 -10.91 6.43 4.24
O -0.4553 2.2948 -0.3641 -5.10 7.58 -1.01
H 0.1737 0.1030 2.2615 -0.25 0.86 0.52
O -1.0244 -1.5625 -1.4916 0.41 -5.18 -6.79
O 0.4814 0.6006 -0.0376 -6.69 1.49 1.97
H -0.2133 -1.1460 1.2322 -1.07 -2.61 -1.13
O 2.1482 0.3682 -0.8833 11.92 -1.56 -4.96
O 0.7536 -0.3115 1.6226 4.21 -2.88 15.38
```
Positions in Å, forces in eV/Å.

# 8
C19H24N4O4 | ωB97M-V with the def2-TZVPD basis set

Calculated values
energy relative to the best compared isomer or geometry (same formula, charge and spin)	342.7	kJ/mol
strongest force on any atom	1.04	eV/Å
energy	-34242.381	eV
SMILES	COc1cccc(-c2ccc(=O)n(CC(=O)NCCN3CCOCC3)n2)c1
E_HOMO	-8.481	eV

```
51
Properties=species:S:1:pos:R:3:forces:R:3
C -0.4935 1.4233 2.1958 0.33 0.11 -0.37
C -4.3799 -1.5293 2.8382 0.04 0.17 0.11
H -3.7944 -3.6563 1.2600 -0.03 0.03 -0.01
H -4.3125 0.6605 5.4167 -0.04 0.03 0.07
C -3.0097 0.7325 3.7243 0.21 0.01 -0.27
H 4.0148 -0.8786 -0.6068 0.02 -0.03 0.05
H 3.6590 1.5273 -0.2673 0.10 -0.06 0.03
H -0.5141 1.2113 -2.4388 -0.08 -0.04 0.09
C 3.3433 -1.1901 -3.1284 -0.20 -0.09 0.14
H -4.9672 -2.6012 0.4251 0.02 -0.02 0.03
H 1.3243 2.4207 1.6790 0.05 0.03 0.01
H 3.0396 -0.9338 -4.1460 0.02 -0.03 0.01
C -1.5801 0.6600 1.6783 0.34 0.13 -0.64
H 5.2812 1.0747 0.3543 -0.06 -0.03 -0.02
O -5.1063 -2.6245 2.4974 -0.03 0.20 0.30
C -0.8877 0.4061 -1.8022 -0.02 -0.34 -0.58
H 3.5414 2.6760 -2.2882 0.07 0.01 -0.07
H 2.4593 -2.2621 -1.4545 -0.02 -0.06 -0.11
O -0.7054 -1.9447 -2.3399 -0.29 -0.37 -0.09
N 3.7446 0.0346 -2.4645 0.16 -0.04 -0.14
H 1.6196 0.1718 -1.9361 -0.26 -0.06 -0.04
H -3.0554 -1.4274 1.1359 -0.02 -0.10 -0.08
H 4.1556 -1.9326 -3.1877 -0.03 0.05 -0.04
N 1.1973 -0.7376 -2.1232 0.60 0.09 -0.08
C -4.8178 -3.2698 1.2780 0.05 -0.12 -0.21
C 4.6630 1.1723 -0.5398 -0.06 -0.37 0.20
N -0.7017 0.7916 -0.4187 0.51 0.41 0.16
C -0.1277 -0.9006 -2.1239 -0.22 0.61 0.15
C 4.5467 2.3107 -2.5413 -0.08 -0.06 -0.42
C 2.1406 -1.7949 -2.3944 0.06 -0.19 -0.08
C -3.3517 -0.9939 2.0764 -0.09 -0.17 -0.01
H -1.9525 0.2345 -1.9607 0.20 0.03 0.05
H -0.4388 1.6402 3.2510 0.01 0.02 0.09
C -4.7168 -0.9251 4.0532 -0.03 -0.10 -0.11
C 4.5269 -0.1708 -1.2596 0.03 0.32 0.20
H 1.6501 -2.5585 -3.0022 0.10 0.02 0.10
C 4.4109 0.9992 -3.3181 0.05 0.33 0.17
H -2.5057 1.6236 4.0645 0.07 0.09 0.04
O 5.2946 2.1260 -1.3615 0.20 0.05 0.02
H 5.0785 3.0592 -3.1309 -0.07 -0.03 -0.01
C -4.0380 0.1958 4.4816 -0.10 -0.12 0.02
C -2.6607 0.1350 2.5181 -0.46 -0.18 0.39
C 0.4735 1.8454 1.3470 -0.21 -0.05 0.31
H 5.5319 -0.5665 -1.4943 -0.07 -0.03 0.03
C 0.4218 1.5194 -0.0558 -0.20 -0.04 0.02
H -5.5158 -1.3543 4.6364 -0.10 -0.05 0.07
N -1.6412 0.3833 0.4043 -0.73 -0.30 0.68
H -5.5184 -4.1006 1.2133 0.07 0.05 -0.04
H 3.8052 1.1677 -4.2107 0.02 0.00 -0.02
O 1.2644 1.8223 -0.8943 0.18 0.23 -0.06
H 5.4130 0.6512 -3.6264 -0.06 0.02 -0.03
```
Positions in Å, forces in eV/Å.

- Look up the energy of the eighth one.
  -34242.381 eV

- What is the formula in the first record?
  C5H4ClN